Record 1
Computed, not measured: a 10-piece molecular cluster, C39H79Br2N13O3 overall, with wB97M-V/def2-TZVPD.

Positions of all 136 atoms, in Å:
C -3.56570 4.42241 -1.97263
C -2.15643 3.87427 -1.82831
O -1.93562 2.66790 -2.06273
N -1.14522 4.78373 -1.30446
H -1.52450 5.62632 -0.89667
H -0.76021 4.19170 -0.58242
C -0.13159 5.18931 -2.35296
H -3.91715 4.74711 -0.99326
H -4.30691 3.75827 -2.41720
H -3.62820 5.33465 -2.56594
H 0.34041 4.26578 -2.68822
H 0.68472 5.84398 -2.04779
H -0.80157 5.63272 -3.08959
C -1.62590 3.53917 4.29875
C -1.81681 2.01882 4.26467
O -1.66486 1.47717 5.31357
N -2.02718 1.30275 2.93313
H -1.32333 1.66792 2.30756
H -1.71998 0.35272 3.08535
C -3.42802 1.46675 2.37931
H -2.18655 3.97350 5.12648
H -1.99699 3.80775 3.30969
H -0.55336 3.67091 4.44162
H -3.32792 2.35452 1.75485
H -4.07241 1.53932 3.25542
H -3.55882 0.56859 1.77573
C 2.20316 -0.50101 -0.06716
C 1.04604 -1.25067 -0.69635
O 0.74642 -2.40891 -0.42922
N 0.10019 -0.46504 -1.62559
H 0.58458 0.37396 -1.91115
H -0.05990 -1.01890 -2.45486
C -1.17748 -0.01261 -0.90572
H 2.11538 -0.62118 1.01264
H 2.35248 0.53436 -0.37344
H 3.16732 -0.93985 -0.32390
H -0.94073 0.87235 -0.31505
H -1.56535 -0.76446 -0.21843
H -1.98583 0.09222 -1.62938
C 4.79643 1.66965 1.55574
C 3.96675 2.74654 2.26047
N 4.45266 3.01468 3.67489
C 3.70573 3.37170 4.79976
C 4.52551 3.26565 5.95983
N 5.74830 2.93258 5.53694
C 5.71756 2.82160 4.13331
C 6.93099 2.81185 6.36094
H 4.46983 1.68076 0.51587
H 4.73481 0.63504 1.89321
H 5.83585 1.99736 1.57367
H 2.90966 2.48228 2.23181
H 4.06261 3.68159 1.70856
H 2.67235 3.63802 4.63356
H 4.22578 3.51656 6.96661
H 6.60254 2.70528 3.52530
H 6.64199 2.85590 7.41100
H 7.62783 3.57580 6.01611
H 7.35439 1.80875 6.41195
C -0.08673 -5.62944 -2.25731
C 1.42517 -5.80709 -2.22055
N 2.07737 -4.75321 -3.01610
C 2.89834 -3.89236 -2.39596
C 3.15770 -2.85543 -3.22605
N 2.38239 -3.02233 -4.34690
C 1.77301 -4.24187 -4.22971
C 2.36168 -2.23437 -5.49262
H -0.40324 -5.78711 -3.28837
H -0.16775 -4.58832 -1.94492
H -0.61522 -6.27507 -1.55592
H 1.69715 -6.75423 -2.68643
H 1.75706 -5.71642 -1.18627
H 3.42642 -4.08503 -1.47380
H 3.67791 -1.90899 -3.22715
H 1.11411 -4.78211 -4.89334
H 1.42567 -1.67586 -5.48579
H 2.35905 -2.86702 -6.38022
H 3.16034 -1.49264 -5.48354
C 2.04154 -0.00189 4.55600
C 2.23855 -1.50031 4.80662
N 3.03552 -2.17535 3.84105
C 2.58932 -2.74630 2.65790
C 3.67704 -3.42906 2.07722
N 4.82351 -3.07868 2.79523
C 4.46272 -2.22593 3.83601
C 6.12786 -3.57206 2.32147
H 1.27053 0.37125 5.23008
H 1.81112 0.19839 3.50963
H 2.95555 0.56641 4.72843
H 1.29748 -2.04955 4.83504
H 2.59252 -1.59988 5.83272
H 1.54914 -2.76411 2.36789
H 3.70280 -3.86055 1.08750
H 5.15463 -1.69673 4.47445
H 6.48165 -3.02252 1.44915
H 6.10436 -4.64223 2.11587
H 6.86784 -3.40712 3.10462
C -0.14766 1.12427 -5.98534
C -0.93806 2.30008 -5.39938
N -2.39608 2.11374 -5.41564
C -3.10803 1.39464 -4.49013
C -4.39674 1.29736 -4.98686
N -4.43479 1.93363 -6.19394
C -3.23037 2.53466 -6.41321
C -5.57692 1.87477 -7.08665
H -0.42543 0.16356 -5.55176
H 0.92453 1.28894 -5.87864
H -0.39519 1.12978 -7.04684
H -0.62344 3.28514 -5.74404
H -0.78126 2.37989 -4.32368
H -2.64179 0.85131 -3.68153
H -5.25889 0.81225 -4.55354
H -2.94006 3.24736 -7.17094
H -5.86251 2.90956 -7.27572
H -6.40254 1.26870 -6.71365
H -5.15364 1.43546 -7.98994
C -6.38309 -0.64524 3.33193
C -7.05672 -1.72832 2.48546
N -6.00158 -2.61235 2.01211
C -5.50375 -3.80668 2.51035
C -4.40984 -4.16911 1.65213
N -4.29376 -3.23444 0.61867
C -5.36871 -2.38502 0.78557
C -3.37855 -3.30554 -0.47672
H -5.78866 0.03928 2.72680
H -5.55020 -1.00282 3.93734
H -7.05366 -0.13604 4.02415
H -7.55190 -1.39904 1.57196
H -7.76513 -2.29932 3.08563
H -5.89199 -4.11756 3.46899
H -3.70469 -4.98490 1.71270
H -5.51387 -1.56295 0.10035
H -2.37440 -3.16765 -0.07579
H -3.51639 -2.43619 -1.11963
H -3.34541 -4.29846 -0.92519
Br -1.58339 -2.12000 -4.00645
Br 2.20267 1.85253 -3.03072

Atoms 1-6, force components in eV/Å:
C 0.4008 0.7426 -0.0075
C -3.3266 -4.3647 -2.1910
O 0.7089 4.5556 1.4884
N 1.1693 -0.3921 0.4587
H -0.5450 0.3484 0.2928
H 0.9772 0.2373 0.5368

Values from the calculation:
Charge = +6
Gap between HOMO and LUMO = 5.2 eV
Maximum force = 5.9 eV Å⁻¹

These are the Löwdin partial charges, in e, on atoms 1 to 6: 0.05, -0.36, 0.08, 0.09, 0.19, 0.17

***

Record 2
Computed, not measured: a 5-piece molecular cluster, C39H79N7O17PS3 overall, with wB97M-V/def2-TZVPD.

Positions of all 146 atoms, in Å:
C 6.43714 3.00757 1.72270
C 6.96780 1.67798 2.24138
N 7.07389 0.59260 1.24375
C 8.29526 0.61141 0.41939
C 8.85084 -0.80103 0.20131
C 5.90069 0.35874 0.53943
S 5.48622 0.87196 -0.94533
S 4.83240 -0.69256 1.50877
C 3.21326 0.05593 1.24825
C 2.13407 -1.00915 1.42589
C 0.73629 -0.41939 1.22665
N -0.09983 -1.36376 0.46653
C -1.37326 -1.28141 0.23358
N -2.02090 -0.16476 0.76946
C -3.25183 -0.40876 1.53043
C -2.97644 -0.42299 3.04575
S -4.05079 0.77735 3.87535
C -3.66280 0.27770 5.49536
N -2.52803 -0.18574 5.91186
N -2.71079 -0.47624 7.26369
C -3.92645 -0.14641 7.53042
O -4.60098 0.33347 6.45825
O -2.16067 0.86567 -0.18779
C -1.79896 2.11403 0.41647
C -2.14699 3.29060 -0.51137
N -2.80931 4.32800 0.26951
C -4.26460 4.40447 0.13452
C -5.03645 3.98102 1.38158
C -4.39331 4.40702 2.68696
O -5.19961 2.54969 1.33444
N -1.90511 -2.30087 -0.54979
C -2.43494 -3.50888 0.16719
C -1.79631 -3.74926 1.51956
C -2.28858 -5.04147 2.18577
C -2.04154 -6.28878 1.34260
C -1.60395 -5.19016 3.54562
P -2.94753 -1.95860 -1.93183
O -2.01464 -1.00884 -2.82943
O -4.14091 -0.97655 -1.43009
H 5.36285 2.94765 1.53955
H 6.55514 3.74820 2.51448
H 6.93901 3.33476 0.81489
H 6.34538 1.33083 3.06843
H 7.97164 1.82883 2.63251
H 8.12807 1.09979 -0.53986
H 9.04455 1.20277 0.94403
H 8.53898 -1.21061 -0.75893
H 8.44888 -1.46162 0.96930
H 9.93599 -0.81614 0.26204
H 3.08427 0.84447 1.99323
H 3.15514 0.51364 0.26240
H 2.33996 -1.81372 0.71402
H 2.22105 -1.44431 2.42163
H 0.76291 0.53034 0.69966
H 0.25921 -0.28967 2.19700
H 0.36513 -2.17269 0.07154
H -3.76126 -1.32581 1.22860
H -3.91572 0.41896 1.26697
H -1.95274 -0.10438 3.21899
H -3.15035 -1.40389 3.47809
H -4.45238 -0.21986 8.46621
H -0.73630 2.12157 0.66816
H -2.35105 2.29619 1.34182
H -1.20638 3.69999 -0.87668
H -2.74713 2.89372 -1.33709
H -2.41690 5.21563 -0.00361
H -4.56046 5.43602 -0.06282
H -4.61710 3.79878 -0.70235
H -6.02670 4.44514 1.33229
H -4.93918 3.97565 3.52872
H -4.41195 5.49200 2.79325
H -3.35952 4.07369 2.75222
H -5.81356 2.30484 2.03348
H -3.51880 -3.40994 0.29972
H -2.29160 -4.36704 -0.48345
H -0.70556 -3.79931 1.43336
H -2.01776 -2.93216 2.21326
H -3.36145 -4.93522 2.38000
H -2.35533 -7.16608 1.91020
H -2.63496 -6.30642 0.42939
H -0.98048 -6.40332 1.11901
H -1.61207 -4.25854 4.11447
H -0.55898 -5.48481 3.42394
H -2.09739 -5.95778 4.14009
H -2.28928 -1.13566 -3.74917
H -4.68493 -1.38636 -0.74690
C 3.92069 6.36388 -3.12189
C 2.80263 6.01879 -4.07956
O 2.67665 4.59521 -4.26293
C 2.04901 3.94476 -3.29738
O 1.55155 4.42217 -2.30742
O 2.04022 2.64214 -3.60440
C 1.43596 1.82934 -2.60621
H 4.85483 5.90632 -3.44844
H 4.05562 7.44420 -3.08037
H 3.69968 6.00429 -2.11762
H 3.01174 6.40678 -5.07369
H 1.84889 6.42909 -3.75018
H 0.44130 2.19202 -2.35029
H 2.06849 1.79699 -1.71730
H 1.35386 0.82896 -3.02345
C -3.13816 -6.09210 -8.31140
C -2.85278 -6.12188 -6.82691
O -2.95914 -4.81262 -6.23404
C -4.19947 -4.39901 -5.99230
O -5.21270 -5.01356 -6.18757
O -4.13038 -3.16511 -5.47780
C -5.39886 -2.56184 -5.23629
H -2.49605 -5.36370 -8.80736
H -2.95482 -7.07406 -8.74633
H -4.17423 -5.81744 -8.50367
H -1.82622 -6.42847 -6.63719
H -3.51458 -6.81216 -6.30529
H -6.03308 -3.21120 -4.63755
H -5.89489 -2.32397 -6.17493
H -5.20925 -1.64148 -4.68863
C -9.23304 3.52706 -4.65877
C -7.79816 3.86296 -4.99759
O -6.95575 3.85467 -3.82927
C -6.57581 2.65592 -3.40550
O -6.84059 1.59749 -3.91764
O -5.82594 2.81624 -2.31271
C -5.39208 1.58592 -1.71979
H -9.60491 4.19259 -3.87928
H -9.86093 3.63763 -5.54226
H -9.31936 2.50242 -4.29967
H -7.72031 4.87578 -5.38657
H -7.39197 3.18188 -5.74430
H -4.92162 0.95854 -2.46428
H -6.24568 1.07605 -1.27271
H -4.68360 1.85005 -0.94305
C 7.74240 -1.63414 4.58051
C 8.92245 -0.81527 4.10385
O 10.00540 -0.83589 5.04417
C 10.75626 -1.93837 5.01439
O 10.61495 -2.86886 4.26383
O 11.69555 -1.82496 5.94868
C 12.55778 -2.96217 6.06745
H 7.43360 -1.30968 5.57509
H 6.90399 -1.51482 3.89202
H 8.00023 -2.69097 4.63539
H 8.63843 0.23131 4.02329
H 9.27041 -1.15214 3.12850
H 12.98698 -3.22421 5.10350
H 12.00883 -3.81091 6.47126
H 13.34273 -2.66822 6.75689

Atoms 1-6, force components in eV/Å:
C -0.3357 -0.1805 0.2686
C -0.0099 -0.0718 0.3350
N 0.1934 0.0710 -0.8420
C 0.4887 0.0746 -0.0188
C -0.4786 -0.0341 0.0032
C -0.3682 -0.1335 0.3434

Values from the calculation:
Charge = +1
Gap between HOMO and LUMO = 6.9 eV
Maximum force = 2.5 eV Å⁻¹

These are the Löwdin partial charges, in e, on atoms 1 to 6: -0.08, -0.24, -0.23, -0.25, -0.07, -1.09

***

Record 3
Computed, not measured: a 14-piece molecular cluster, C39H80Br2F6N19O28S2 overall, with wB97M-V/def2-TZVPD.

Positions of all 176 atoms, in Å:
C -2.48261 4.13655 -4.97096
C -3.24713 2.95956 -4.14459
C -2.71365 1.49948 -4.52749
C -3.40650 0.30566 -3.65269
N -2.71099 0.31399 -2.32167
C -2.21710 -1.06150 -1.93059
C -1.11189 -0.83405 -0.79169
C 0.22354 -1.71070 -0.92763
C 0.85716 -1.78919 -2.39479
C 2.25402 -0.95135 -2.55385
O 2.70278 -1.22973 -3.90947
C 3.77730 -0.42137 -4.32814
N 4.82948 0.12084 -4.59141
C 1.76428 0.60134 -2.53873
C 2.79784 1.61155 -1.85875
C 2.90871 2.92750 -2.81537
C 1.80391 3.96109 -2.29344
N 0.99111 4.67825 -3.04103
N 4.12408 1.01798 -1.49443
C 3.80246 -0.21822 -0.76652
N 4.08243 -0.25103 0.53609
C 3.79186 -1.38970 1.45166
C 2.36792 -1.22296 2.23554
C 2.54881 -0.70240 3.73553
F 3.49283 -1.49194 4.50562
Br 3.01420 1.22335 3.66931
C 1.12494 -0.84473 4.55879
F 0.07241 -1.33148 3.70562
F 0.66841 0.38345 5.12690
Br 1.27296 -2.21335 6.02715
N 3.15344 -1.33352 -1.45169
C 4.08370 -2.46295 -1.71474
C 3.49053 -3.93600 -1.38417
O 2.43303 -3.94271 -0.39917
C 3.02827 -4.78223 -2.66156
F 3.14508 -4.13322 -3.90786
F 1.71270 -5.30885 -2.41666
F 3.86630 -5.95540 -2.74783
C -3.52794 0.90938 -1.24613
S -2.89303 2.21575 -0.36458
S -5.20943 0.32155 -0.72562
C -5.12894 0.19037 1.13514
C -6.13607 1.17365 1.91542
C -5.32791 1.90746 3.12619
H -1.33277 4.03690 -4.89424
H -2.85474 4.15986 -6.04902
H -2.71861 5.17858 -4.52216
H -4.37482 3.02233 -4.35702
H -3.12216 3.23174 -3.03218
H -2.75593 1.28841 -5.66009
H -1.58548 1.48469 -4.25228
H -4.49242 0.63295 -3.48240
H -3.32088 -0.71704 -4.17264
H -1.88868 -1.69605 -2.81831
H -3.11788 -1.61486 -1.45458
H -0.84083 0.27555 -0.65754
H -1.60688 -1.14592 0.21038
H 0.94307 -1.36092 -0.10465
H -0.06375 -2.79551 -0.63722
H 1.00568 -2.89236 -2.71869
H 0.17381 -1.34039 -3.21676
H 1.53733 0.98787 -3.60642
H 0.76215 0.73438 -1.97233
H 2.31561 1.99980 -0.87729
H 3.96174 3.40233 -2.70083
H 2.80564 2.67666 -3.92739
H 1.71884 4.09875 -1.15247
H 1.19929 4.44098 -4.03047
H 4.67980 1.66824 -0.90889
H 4.53269 0.58783 0.95689
H 4.58886 -1.33469 2.29237
H 3.89869 -2.42514 0.99353
H 1.65965 -0.48798 1.71333
H 1.85013 -2.25569 2.18938
H 4.59611 -2.47336 -2.73477
H 4.95194 -2.32860 -0.95450
H 4.36503 -4.52964 -0.90691
H 2.86020 -4.20571 0.45184
H -5.38842 -0.90339 1.39513
H -4.06802 0.42657 1.52353
H -6.94521 0.52809 2.44092
H -6.66684 1.93788 1.24967
H -4.74618 2.83799 2.75027
H -4.59714 1.19645 3.65840
H -6.03950 2.30749 3.94051
C -6.34550 6.05084 2.44984
N -7.07615 4.75692 2.46794
O -7.12497 4.12522 1.42375
O -7.57476 4.42091 3.52905
H -5.95708 6.22055 1.44706
H -7.05298 6.83153 2.72695
H -5.53250 5.97905 3.17160
C -11.01586 -0.43965 2.27425
N -9.58299 -0.29999 2.64307
O -8.75477 -0.73235 1.85470
O -9.33811 0.23772 3.70930
H -11.08257 -0.93322 1.30626
H -11.49690 -1.03848 3.04673
H -11.44192 0.56194 2.22701
C 7.71453 0.55776 -0.08525
N 7.26493 1.86197 0.47100
O 7.74613 2.87316 -0.01592
O 6.43859 1.82215 1.38368
H 8.43773 0.74454 -0.87721
H 8.17008 -0.00684 0.72799
H 6.83567 0.04690 -0.47845
C 7.29142 -7.34676 -0.52067
N 6.82735 -6.04842 0.03510
O 7.30378 -5.02995 -0.44367
O 5.99869 -6.09760 0.93428
H 8.02015 -7.15201 -1.30548
H 7.74366 -7.91033 0.29472
H 6.41974 -7.86226 -0.92270
C -7.01084 -3.86560 1.79737
N -8.12357 -4.84134 1.93451
O -7.82852 -5.99439 2.21243
O -9.25283 -4.41701 1.75869
H -6.06847 -4.37955 1.97955
H -7.04416 -3.46934 0.78291
H -7.17020 -3.07915 2.53468
C 5.22021 2.49314 -7.51430
N 4.77027 3.79935 -6.96842
O 5.26604 4.80741 -7.43970
O 3.93275 3.76135 -6.08194
H 5.96293 2.67393 -8.28937
H 5.65206 1.92518 -6.69072
H 4.34651 1.98989 -7.92711
C 8.86083 3.60924 3.18237
N 10.07744 3.37314 4.00219
O 10.19807 4.02352 5.02607
O 10.86847 2.54076 3.58579
H 8.25161 4.36861 3.66948
H 9.18651 3.94864 2.19960
H 8.32003 2.66579 3.11633
C 0.17661 6.49085 -7.70023
N -0.94844 5.52974 -7.55862
O -0.66856 4.37421 -7.27757
O -2.07277 5.96853 -7.73435
H 1.11248 5.96535 -7.51753
H 0.14679 6.88415 -8.71570
H 0.02808 7.28121 -6.96516
C -7.88102 -8.79825 0.15726
N -7.71414 -9.01443 -1.30381
O -6.64278 -9.45889 -1.68677
O -8.66400 -8.73028 -2.01474
H -6.96283 -9.09185 0.66290
H -8.08448 -7.73936 0.31193
H -8.71675 -9.41411 0.48743
C 2.01007 -3.76616 -6.81674
N 1.15268 -3.78231 -8.03038
O 1.66020 -4.16935 -9.06977
O -0.00003 -3.40510 -7.89447
H 3.00298 -4.12479 -7.08308
H 2.05440 -2.73776 -6.45932
H 1.54840 -4.42190 -6.07949
C 0.09899 3.02916 7.14812
N -0.96271 3.98913 7.54783
O -0.60727 5.08517 7.94565
O -2.11832 3.60502 7.44676
H 1.06989 3.50116 7.28911
H 0.00259 2.14906 7.78315
H -0.05957 2.77987 6.09945
C 4.70882 -1.12990 7.35925
N 4.24350 0.17364 7.89980
O 4.72252 1.18640 7.41259
O 3.41349 0.13474 8.79275
H 5.44066 -0.94372 6.57514
H 5.15773 -1.68674 8.18117
H 3.83732 -1.64675 6.95932
C -4.05999 2.31312 9.51162
N -4.79786 1.02286 9.54033
O -4.87159 0.39523 8.49507
O -5.27683 0.68527 10.61070
H -3.69173 2.48446 8.50319
H -4.75689 3.09704 9.80593
H -3.23262 2.23412 10.21614

Atoms 1-6, force components in eV/Å:
C -0.4705 0.0976 0.5687
C 0.0670 0.8135 -0.2451
C 0.7891 -0.1832 0.4101
C -0.1029 1.7199 -0.7825
N -1.2617 -1.0893 0.1317
C -0.7436 0.2367 1.6071

Values from the calculation:
Charge = +1
Gap between HOMO and LUMO = 6.0 eV
Maximum force = 6.3 eV Å⁻¹

These are the Löwdin partial charges, in e, on atoms 1 to 6: -0.14, -0.25, -0.18, -0.17, -0.24, -0.18